(1)
{
  "formula": "C26H32DyN2OP2",
  "method": "the ωB97M-V functional and the def2-TZVPD basis",
  "e_lumo_ev": [-3.9985, -3.1286],
  "homo_ev": [-9.14, -9.14],
  "multiplicity": 6,
  "s2": 9.053,
  "total_charge": 1,
  "elements": ["C", "C", "C", "C", "C", "C", "C", "C", "C", "C", "C", "C", "C", "H", "H", "H", "H", "H", "H", "H", "N", "Dy", "C", "H", "H", "C", "H", "H", "P", "P", "C", "H", "H", "H", "C", "H", "H", "H", "C", "H", "H", "H", "C", "H", "H", "H", "C", "O", "H", "C", "C", "C", "C", "C", "C", "N", "H", "H", "H", "H", "H", "H", "H", "H"],
  "coordinates": [[3.2045, -1.5535, -1.3578], [1.8811, -1.1172, -1.3911], [0.9628, -1.7442, -0.5069], [1.3214, -2.8612, 0.2326], [2.6523, -3.2737, 0.2609], [3.5928, -2.6099, -0.5278], [0.2527, -3.5050, 1.1217], [-1.1552, -3.2910, 0.5537], [-1.3920, -2.1258, -0.1608], [-2.6881, -1.8309, -0.6657], [-3.7305, -2.6920, -0.3238], [-3.5031, -3.8199, 0.4695], [-2.2124, -4.1308, 0.8990], [3.9370, -1.0679, -2.0089], [2.9295, -4.1159, 0.8993], [4.6346, -2.9313, -0.5126], [0.4442, -4.5847, 1.1347], [-4.7385, -2.4724, -0.6861], [-4.3373, -4.4640, 0.7460], [-2.0067, -5.0154, 1.5067], [-0.3276, -1.1871, -0.2931], [-0.4746, 0.5565, 0.6461], [1.4147, -0.0405, -2.3528], [0.5449, -0.3917, -2.9339], [2.2260, 0.2227, -3.0464], [-2.9288, -0.6034, -1.5293], [-2.1530, -0.5193, -2.3090], [-3.9144, -0.6610, -2.0119], [0.8733, 1.5526, -1.5436], [-2.9148, 1.0173, -0.5859], [-4.4704, 0.8752, 0.3529], [-4.4666, 1.6550, 1.1265], [-5.3348, 1.0242, -0.3085], [-4.5441, -0.1015, 0.8452], [-3.3775, 2.2099, -1.8832], [-4.3748, 1.9719, -2.2803], [-3.3981, 3.2106, -1.4302], [-2.6397, 2.2121, -2.6959], [2.5013, 2.3496, -1.3053], [2.8853, 2.6929, -2.2761], [2.3829, 3.2111, -0.6364], [3.2170, 1.6556, -0.8467], [0.2544, 2.4648, -2.9990], [-0.2340, 3.3849, -2.6482], [1.0932, 2.7271, -3.6606], [-0.4813, 1.8626, -3.5495], [0.2867, -2.8586, 2.4002], [0.0834, -1.7030, 2.7110], [0.5331, -3.8230, 2.8385], [-0.1906, 3.8105, 1.8236], [1.0741, 3.0886, 2.0881], [2.2657, 3.5872, 2.6459], [3.1776, 2.5069, 2.7042], [2.5170, 1.3804, 2.1805], [3.0334, 0.0099, 2.0235], [1.2296, 1.7383, 1.8058], [-1.0266, 3.4012, 2.4174], [-0.4718, 3.7834, 0.7535], [-0.0659, 4.8653, 2.1022], [2.4108, 4.6155, 2.9582], [4.1974, 2.4972, 3.0710], [3.2013, -0.2382, 0.9640], [3.9985, -0.0755, 2.5443], [2.3387, -0.7312, 2.4405]]
}

---

(2)
{
  "formula": "C3H3NO2",
  "method": "the ωB97M-V functional and the def2-TZVPD basis",
  "e_lumo_ev": 0.1346,
  "de_lowest_kj_mol": 500.2,
  "homo_ev": -8.64,
  "elements": ["C", "O", "C", "O", "C", "N", "H", "H", "H"],
  "coordinates": [[-1.0715, -0.1894, 0.1037], [-0.4790, 0.8455, -0.5210], [0.9082, 0.9823, -0.5804], [1.4311, 1.9000, -1.1139], [1.5868, -0.2134, 0.1385], [0.8327, -1.0340, 0.6278], [-0.0189, -1.5170, 0.9013], [-1.5957, 0.0924, 1.0173], [-1.5938, -0.8663, -0.5732]]
}

---

(3)
{
  "formula": "C26H24ClIN4O5PtS",
  "method": "the ωB97M-V functional and the def2-TZVPD basis",
  "e_lumo_ev": [-0.1242, -0.0920],
  "de_lowest_kj_mol": 9.9,
  "homo_ev": [-7.61, -7.65],
  "multiplicity": 3,
  "s2": 2.006,
  "elements": ["Pt", "Cl", "C", "C", "C", "I", "C", "O", "C", "N", "C", "C", "C", "C", "H", "H", "H", "H", "C", "C", "C", "C", "C", "C", "C", "S", "O", "O", "N", "C", "C", "C", "C", "C", "N", "H", "H", "H", "H", "H", "H", "H", "H", "H", "H", "H", "O", "C", "O", "C", "N", "C", "C", "C", "H", "H", "H", "H", "H", "H", "H", "H", "H"],
  "coordinates": [[-0.8259, 0.0589, 0.0171], [4.4275, 4.7276, -0.1789], [3.4675, 3.3052, 0.1006], [4.0039, 2.2492, 0.7804], [3.2475, 1.0924, 1.0198], [4.0780, -0.4858, 2.0964], [1.9386, 0.9541, 0.5872], [1.2242, -0.1003, 0.7961], [1.3861, 2.0899, -0.1134], [0.0931, 1.9781, -0.5155], [-0.4913, 2.9632, -1.1499], [0.1831, 4.1596, -1.4464], [1.4837, 4.3037, -1.0571], [2.1314, 3.2581, -0.3637], [5.0204, 2.3093, 1.1430], [-1.5243, 2.8110, -1.4353], [-0.3358, 4.9476, -1.9709], [2.0288, 5.2131, -1.2667], [-6.4443, 1.6128, 4.2408], [-5.6499, 0.8541, 3.2163], [-5.7131, -0.5361, 3.1543], [-5.0018, -1.2371, 2.1949], [-4.2137, -0.5397, 1.2865], [-4.1333, 0.8393, 1.3317], [-4.8542, 1.5256, 2.2950], [-3.2704, -1.5129, 0.1583], [-4.0707, -2.6283, -0.2735], [-2.0271, -1.9139, 0.8684], [-2.8588, -0.4642, -0.9722], [-2.2204, -1.0420, -2.0738], [-2.8419, -1.7807, -3.0765], [-2.0525, -2.2785, -4.0939], [-0.6818, -2.0308, -4.0983], [-0.1441, -1.2896, -3.0662], [-0.9017, -0.8082, -2.0823], [-6.5437, 1.0429, 5.1635], [-7.4506, 1.8200, 3.8714], [-5.9744, 2.5670, 4.4746], [-6.3306, -1.0751, 3.8613], [-5.0667, -2.3140, 2.1345], [-3.4983, 1.3688, 0.6374], [-4.7826, 2.6044, 2.3383], [-3.9045, -1.9592, -3.0245], [-2.5004, -2.8635, -4.8862], [-0.0449, -2.4087, -4.8836], [0.9138, -1.0683, -3.0078], [-0.4521, 2.4029, 3.4312], [-0.5246, 1.2749, 2.9800], [-1.3268, 0.8331, 2.0887], [0.4190, 0.2027, 3.6147], [0.1311, -1.1354, 2.9832], [-0.3379, -2.0808, 4.0344], [-0.8568, -1.1493, 5.1219], [0.1667, -0.0167, 5.1035], [1.4448, 0.4813, 3.3835], [0.9201, -1.4544, 2.4231], [-0.6524, -0.9342, 2.3187], [0.5150, -2.6662, 4.3779], [-1.0839, -2.7403, 3.5949], [-0.9258, -1.6520, 6.0845], [-1.8480, -0.7781, 4.8536], [1.0835, -0.3332, 5.6046], [-0.1787, 0.9065, 5.5645]]
}

---

What max |F| values result from the calculations? In sequence: 5.25, 0.76, 0.47 eV/A.
What total energy values result from the calculations? In sequence: -2762.22765, -321.18714, -2875.79502 hartree.